(1)
Entry from the Open Molecules 2025 dataset: 2 unconnected molecules or ions with the total composition C4H11ClNO4 at a distorted geometry (ωB97M-V with the def2-TZVPD basis set).

```
21
Properties=species:S:1:pos:R:3:lowdin_charge:R:1
Cl 3.594 -0.143 0.134 0.7321
O 1.016 -0.325 1.753 0.1726
O 1.668 0.615 -1.652 0.0637
O 1.696 1.775 0.203 0.0681
O 1.074 -1.726 0.054 0.2013
N -1.133 0.231 -0.257 -0.1591
C 1.872 0.575 -0.286 -0.8357
C -1.789 -0.687 -1.158 -0.1107
C -1.917 0.394 0.958 -0.1195
C 1.220 -0.553 0.496 -0.4973
H 1.924 1.514 -1.967 0.1644
H -2.093 -0.080 -2.028 0.0949
H 0.922 -1.239 2.226 0.2356
H -1.765 -0.572 1.515 0.0944
H -2.782 -0.953 -0.687 0.0967
H 1.513 -1.861 -0.853 0.2145
H -1.472 -1.649 -1.612 0.0905
H -2.967 0.398 0.828 0.0660
H -1.634 1.135 1.737 0.1016
H 1.977 1.995 1.178 0.2170
H -0.925 1.157 -0.583 0.1089
```

As for the net charge: +1. The value obtained for the energy relative to the best compared isomer or geometry (same formula, charge and spin) is 128.52 kJ/mol. The value obtained for the gap between HOMO and LUMO is 8.778 eV.

=====

(2)
Entry from the Open Molecules 2025 dataset: a molecular structure, C4H11ClNOPd at a distorted geometry (ωB97M-V with the def2-TZVPD basis set).

```
19
Properties=species:S:1:pos:R:3:lowdin_charge:R:1
Pd 3.069 0.158 9.999 0.9581
Cl 1.243 -0.678 6.635 0.0414
O -0.576 1.260 0.144 -0.1917
N -0.591 -1.876 -2.128 0.0453
C -0.279 -0.520 -1.599 -0.4322
C -1.031 -0.063 -0.351 -0.1660
C -0.491 0.499 -2.736 -0.0667
C 0.699 1.237 0.809 -0.1188
H -0.734 -0.773 0.420 0.1044
H -0.055 1.456 -2.448 0.0691
H 0.960 2.122 1.390 0.0793
H 0.781 -0.382 -1.385 0.1214
H 0.058 0.119 -3.597 0.0766
H 0.691 0.466 1.579 0.0740
H -1.543 0.730 -2.907 0.0790
H -2.116 -0.081 -0.458 0.1264
H -0.136 -2.680 -1.718 0.0619
H 1.581 1.101 0.184 0.0784
H -1.531 -2.096 -1.832 0.0601
```

As for the net charge: +1. The value obtained for the energy relative to the best compared isomer or geometry (same formula, charge and spin) is 381.79 kJ/mol. Its spin multiplicity is 3. The expectation value of S² is 2.003. The value obtained for the gap between HOMO and LUMO (alpha / beta) is 3.128 / 1.762 eV.

=====

(3)
Entry from the Open Molecules 2025 dataset: a single C4H11ClSi2 molecule at a distorted geometry (ωB97M-V with the def2-TZVPD basis set).

```
18
Properties=species:S:1:pos:R:3:lowdin_charge:R:1
Cl 2.815 0.842 -0.039 0.4515
Si 1.580 -1.804 -0.012 0.6088
Si -2.457 0.281 -0.027 0.7160
C 0.147 0.692 1.134 -0.2066
C -0.740 1.243 -0.031 -0.3669
C 0.286 0.608 -1.042 -0.2835
C 1.068 0.006 0.098 -0.8249
H -2.299 -0.479 1.319 -0.0469
H -0.080 -0.072 -1.672 0.0269
H -0.894 2.250 -0.201 0.0581
H -3.681 1.048 0.092 -0.1044
H -2.442 -0.706 -1.067 -0.0876
H 0.615 1.417 1.616 0.0513
H 0.754 1.404 -1.710 0.1273
H 2.417 -2.035 -1.386 -0.0212
H 0.551 -2.827 0.095 -0.0876
H 2.580 -1.800 1.049 -0.0792
H -0.223 -0.067 1.784 0.0689
```

The value obtained for the energy relative to the best compared isomer or geometry (same formula, charge and spin) is 0.00 kJ/mol. The value obtained for the gap between HOMO and LUMO is 10.828 eV.

=====

(4)
Entry from the Open Molecules 2025 dataset: a molecular structure, C4H11CsNO at a distorted geometry (ωB97M-V with the def2-TZVPD basis set).

```
18
Properties=species:S:1:pos:R:3:lowdin_charge:R:1
Cs -24.609 -3.888 -10.508 0.9843
O -27.639 -1.590 -16.356 -0.1532
N -28.881 -0.673 -13.760 0.0480
C -28.973 -1.061 -16.125 -0.2184
C -31.021 -1.330 -14.697 -0.0599
C -26.607 -0.579 -16.029 -0.0868
C -29.526 -1.399 -14.811 -0.4972
H -29.231 0.274 -13.731 0.0844
H -29.585 -1.496 -16.915 0.1262
H -29.352 -2.469 -14.694 0.1400
H -29.112 -0.050 -16.507 0.1350
H -26.446 0.313 -16.635 0.0866
H -26.699 -0.193 -15.014 0.0525
H -25.606 -1.006 -16.086 0.0789
H -27.894 -0.574 -13.949 0.0275
H -31.315 -1.391 -13.649 0.0826
H -31.431 -0.358 -14.971 0.0817
H -31.479 -2.098 -15.319 0.0880
```

As for the net charge: +1. The value obtained for the energy relative to the best compared isomer or geometry (same formula, charge and spin) is 166.30 kJ/mol. The value obtained for the gap between HOMO and LUMO is 7.167 eV.

=====

(5)
Entry from the Open Molecules 2025 dataset: 3 unconnected molecules or ions with the total composition C4H11FN3 at a distorted geometry (ωB97M-V with the def2-TZVPD basis set).

```
19
Properties=species:S:1:pos:R:3:lowdin_charge:R:1
F -1.603 4.316 -0.078 0.2113
N -1.738 0.610 3.807 0.1428
N 4.985 -5.235 -3.230 -0.0865
N -2.197 2.555 2.390 0.1478
C -2.227 4.923 0.877 0.0308
C -1.970 1.622 3.028 -0.3511
C -3.637 5.183 0.766 0.0248
C 3.824 -6.051 -3.406 -0.2214
H -3.932 5.363 -0.271 0.1303
H -4.188 4.279 1.068 0.1413
H 3.910 -6.602 -4.343 0.0697
H -1.603 5.196 1.716 0.1526
H 2.940 -5.416 -3.444 0.0659
H 3.686 -6.780 -2.596 0.0618
H -2.148 -0.286 3.603 0.1250
H -3.949 5.986 1.428 0.1189
H 5.868 -5.718 -3.300 0.0573
H 4.946 -4.579 -2.465 0.0532
H -0.965 0.635 4.450 0.1255
```

As for the net charge: +1. The value obtained for the energy relative to the best compared isomer or geometry (same formula, charge and spin) is 357.88 kJ/mol. The value obtained for the gap between HOMO and LUMO is 3.328 eV.

=====

(6)
Entry from the Open Molecules 2025 dataset: 2 unconnected molecules or ions with the total composition C4H11FN3 at a distorted geometry (ωB97M-V with the def2-TZVPD basis set).

```
19
Properties=species:S:1:pos:R:3:lowdin_charge:R:1
F 2.974 -1.145 -0.247 0.1950
N 2.956 1.092 0.131 0.1697
N -1.121 1.039 0.094 0.1488
N 0.956 0.012 0.202 -0.0064
C -1.257 -0.351 0.639 -0.3149
C -2.278 -1.057 -0.171 -0.0471
C 0.154 -0.891 0.544 -0.0727
C 2.315 -0.076 -0.101 -0.5259
H 3.819 1.246 -0.291 0.0920
H -1.691 1.694 0.590 0.1518
H 2.414 1.945 0.551 0.1837
H 0.379 -1.925 0.594 0.1406
H -1.999 -1.812 -0.977 0.1201
H -2.935 -0.280 -0.688 0.0962
H -1.672 1.101 -0.812 0.1734
H -0.032 1.144 -0.034 0.1241
H 1.474 0.037 -2.116 0.1049
H -3.104 -1.621 0.420 0.1250
H -1.350 -0.153 1.669 0.1416
```

As for the net charge: +1. The value obtained for the energy relative to the best compared isomer or geometry (same formula, charge and spin) is 548.38 kJ/mol. The value obtained for the gap between HOMO and LUMO (alpha / beta) is 6.826 / 9.022 eV.

=====

no.,energy (Eh)
1,-974.59925
2,-876.57638
3,-1198.06433
4,-308.87738
5,-422.78362
6,-422.71107